No. 1
The following is a DFT calculation (ωB97M-V/def2-TZVPD) of a 2-piece molecular cluster, C7H15NO overall.

## Properties
ΔE to the lowest compared entry with this formula, charge and spin   3.4454 eV
HOMO level   -8.1 eV
LUMO   0.51 eV
Kohn-Sham gap   8.60 eV

Geometry as XYZ:
```
24
C7H15NO | OMol25 | ωB97M-V/def2-TZVPD
C -1.49 -0.46 -0.66
C -0.13 1.30 0.68
C 0.61 -0.05 2.63
C 2.29 1.01 -0.60
C -0.51 -1.51 -1.14
C -2.45 0.03 -1.72
N 0.80 0.58 1.32
C 2.03 0.30 0.70
O 2.81 -0.46 1.22
H -2.02 -0.81 0.23
H -0.82 0.53 -0.38
H -0.99 1.50 1.35
H 0.62 -1.14 2.53
H -0.33 0.28 3.06
H 1.43 0.22 3.30
H 1.50 0.78 -1.32
H 2.27 2.08 -0.45
H 3.25 0.69 -0.98
H -1.03 -2.43 -1.41
H 0.22 -1.75 -0.37
H 0.03 -1.16 -2.02
H -1.91 0.45 -2.57
H -3.12 0.80 -1.32
H -3.07 -0.79 -2.09
```

=====

No. 2
The following is a DFT calculation (ωB97M-V/def2-TZVPD) of C7H15NO in the gas phase.

## Properties
ΔE to the lowest compared entry with this formula, charge and spin   3.4741 eV
HOMO level   -8.5 eV
LUMO   0.73 eV
Kohn-Sham gap   9.20 eV

Geometry as XYZ:
```
24
C7H15NO | OMol25 | ωB97M-V/def2-TZVPD
H 0.72 2.17 1.55
N 1.02 1.90 0.63
C 0.48 0.86 0.29
C 0.66 0.07 -1.01
C 0.60 1.05 -2.17
C 2.17 -0.41 -0.91
C -0.94 0.14 1.29
C -0.25 -1.20 1.80
C -2.17 -0.13 0.44
O -1.09 1.05 2.32
H -0.15 -0.65 -0.75
H 1.20 1.99 -1.98
H -0.38 1.32 -2.40
H 0.97 0.47 -2.99
H 2.52 -0.90 0.08
H 2.65 0.46 -1.05
H 2.15 -1.04 -1.86
H 0.69 -1.04 2.31
H -0.96 -1.79 2.35
H -0.16 -1.87 0.92
H -1.94 -0.89 -0.27
H -3.00 -0.51 0.93
H -2.59 0.81 -0.09
H -1.63 0.56 3.01
```

=====

No. 3
The following is a DFT calculation (ωB97M-V/def2-TZVPD) of C7H15NO in the gas phase.

## Properties
ΔE to the lowest compared entry with this formula, charge and spin   3.2457 eV
HOMO level   -8.5 eV
LUMO   0.79 eV
Kohn-Sham gap   9.26 eV

Geometry as XYZ:
```
24
C7H15NO | OMol25 | ωB97M-V/def2-TZVPD
C -3.00 0.93 0.48
C -2.00 0.13 0.86
C -0.25 0.52 0.49
N 0.43 0.56 1.73
O -0.22 1.72 -0.17
C 0.00 -0.65 -0.37
C -0.78 -0.78 -1.67
C 1.72 -0.45 -0.91
C 2.77 -0.79 0.13
H -4.02 0.80 0.84
H -2.84 1.78 -0.18
H -2.22 -0.70 1.54
H -0.08 0.34 2.57
H 0.79 1.48 1.95
H -0.35 2.43 0.48
H -0.01 -1.58 0.20
H -0.82 0.18 -2.20
H -0.30 -1.52 -2.32
H -1.79 -1.13 -1.49
H 1.84 -1.13 -1.76
H 1.94 0.53 -1.34
H 2.54 -1.74 0.61
H 3.75 -0.91 -0.35
H 2.91 0.00 0.87
```

=====

No. 4
The following is a DFT calculation (ωB97M-V/def2-TZVPD) of a 2-piece molecular cluster, C7H15O overall.

## Properties
ΔE to the lowest compared entry with this formula, charge and spin   0.4543 eV
HOMO level   -2.8 eV
Charge   -1
LUMO   4.00 eV
Kohn-Sham gap   6.76 eV

Geometry as XYZ:
```
23
C7H15O | OMol25 | ωB97M-V/def2-TZVPD
C 0.82 -0.97 1.50
O 1.25 -0.75 0.21
C -0.02 -2.29 1.64
C -1.41 -2.16 0.96
H 0.13 -0.12 1.86
H 1.66 -1.04 2.22
H -0.09 -2.60 2.70
H 0.55 -3.10 1.12
H -1.89 -3.11 0.81
H -1.22 -1.68 -0.04
H -2.05 -1.41 1.57
C -0.57 3.04 0.11
C -0.04 1.77 -0.53
C -0.28 1.39 -1.80
C 0.45 0.22 -2.39
H -1.18 3.58 -0.65
H -1.16 2.91 1.02
H 0.28 3.73 0.46
H 0.54 1.19 0.19
H -0.97 1.94 -2.41
H 0.83 -0.42 -1.54
H -0.30 -0.38 -2.94
H 1.22 0.48 -3.05
```